(1)
Entry from the Open Molecules 2025 dataset: a cluster of 6 separate species, C22H49NO10S in total (ωB97M-V/def2-TZVPD).

Element x y z (Å)
H -4.760 -0.581 -0.253
O 0.731 3.106 -1.736
H 1.569 -5.769 3.232
O -0.415 4.617 -4.261
C 5.884 3.447 -3.627
O -0.267 1.410 -0.706
H 4.842 3.357 -3.327
C 2.324 1.859 -3.621
H -6.061 -5.007 -4.968
C -3.257 1.756 1.848
H -5.311 0.132 1.275
H -5.698 -2.869 -0.781
H 1.095 3.329 0.717
H -3.426 1.094 2.700
H 3.261 -6.284 3.110
H 4.295 -1.018 0.477
C 1.682 -0.019 -0.216
O 2.970 -4.715 4.368
C -4.740 -3.384 -0.848
C -0.464 2.559 -1.371
H 5.924 2.543 2.643
C -4.570 -2.673 1.435
H 5.927 3.825 -4.651
H 0.549 2.872 2.870
C -1.866 2.364 1.955
H 1.265 1.294 2.892
H 5.193 -2.559 2.017
H -1.860 3.067 2.792
C 2.493 -5.929 3.793
H -0.980 0.907 3.218
H -3.997 2.552 1.940
H -5.641 -2.472 1.324
H 2.407 2.270 1.171
H -0.820 0.502 1.532
O -1.510 3.044 -1.643
O 1.803 1.279 -2.580
H 0.037 2.642 -4.731
H -4.079 -2.820 -1.508
H -0.131 3.764 -6.090
O 4.051 1.857 3.032
H -3.975 1.673 -0.170
C -0.534 3.487 -5.119
C 1.717 2.156 -1.433
H -2.554 0.664 0.123
C 1.104 1.404 -0.240
C 1.333 2.299 0.975
C -3.506 0.990 0.538
N 2.754 2.332 -4.581
H 2.589 -0.072 -0.810
O -4.126 -3.551 0.423
H -4.451 -3.203 2.381
H -7.611 -5.651 -4.370
H 3.290 -2.450 0.312
H -1.631 2.954 1.069
H -0.777 4.361 -3.406
H -7.183 -3.490 -3.589
H 6.207 5.161 -2.757
C 4.182 -2.229 2.260
O -6.717 -4.208 -3.153
H 3.625 1.048 3.330
H -1.582 3.196 -5.243
H 5.710 0.815 2.310
H 3.645 -3.103 2.608
C -6.623 -5.291 -4.074
H -4.931 -4.369 -1.263
S 2.096 -0.699 1.414
H -6.095 -6.096 -3.570
C -0.775 1.334 2.234
H 5.847 1.394 3.990
H -2.801 -1.569 1.035
C 5.455 1.628 2.997
H 2.322 -6.691 4.556
C 3.574 -1.650 0.994
H 2.298 -4.394 4.975
H 0.955 -0.673 -0.694
H 2.686 2.595 -1.220
H -3.624 -1.080 2.520
H 4.278 -1.493 3.056
H 6.349 2.465 -3.598
C -3.776 -1.367 1.480
C 0.630 1.944 2.302
O 6.612 4.290 -2.733
C -4.435 -0.211 0.720

Results
structure (SMILES)	CCSC[C@]1(CCCCCCCCCOC)OC(=O)O[C@@H]1OC#N.CO.CO.CO.CO.CO


(2)
Entry from the Open Molecules 2025 dataset: an isolated molecule of C4H9N (ωB97M-V/def2-TZVPD).

Element x y z (Å)
H -0.861 -0.916 2.198
H 0.172 1.405 -1.287
H 1.866 -0.974 -0.542
H -0.311 -0.186 -1.567
N -1.888 -0.042 0.385
H -2.537 0.518 0.978
C -0.442 0.274 0.455
H 2.169 0.792 -0.059
H -0.946 -1.907 0.603
H -0.305 1.119 1.234
C 1.720 0.145 -0.809
C 0.215 0.407 -0.854
C -1.014 -0.926 1.065
H 2.161 0.290 -1.801

Results
structure (SMILES)	CC[C@@H]1CN1


(3)
Entry from the Open Molecules 2025 dataset: a structure of composition C40H40AsCl2N4O7PSTi (ωB97M-V/def2-TZVPD).

Element x y z (Å)
H 6.150 -2.324 -1.580
H 1.296 4.985 3.430
C -1.526 2.535 -1.679
N -0.476 -0.090 -2.575
C -4.258 -0.930 0.874
H -4.016 3.549 1.063
C -2.949 4.188 -0.689
C -0.254 1.538 2.950
H -0.586 5.000 -2.785
H -1.991 -2.060 -3.333
C 0.855 4.002 3.337
H 1.553 -0.616 -7.835
H -2.125 5.809 -2.526
C 0.458 3.522 2.073
H -5.046 -1.674 1.001
C -4.225 -1.637 -1.834
H -3.782 -3.744 0.190
As 2.482 0.166 0.701
H -2.641 0.643 -4.478
H -2.008 4.545 -3.737
H 0.395 1.863 -4.934
H 2.555 0.197 -4.112
H -0.587 -1.295 -8.515
N -0.688 2.228 -2.782
H -4.371 -0.666 -2.308
H -0.687 2.942 -3.490
H 3.733 2.013 0.699
H -2.238 -3.733 -0.714
O -1.106 -0.140 1.468
C 4.360 -3.505 -1.567
Cl -1.677 -2.172 3.532
P -3.083 -1.491 -0.407
H -3.829 -2.333 -2.570
Ti -0.668 -0.126 -0.290
C -1.014 -0.592 3.776
H -5.191 -2.015 -1.494
H -4.051 -0.552 -6.115
C -0.021 -1.281 -3.246
C -0.133 1.012 5.321
H 1.580 0.939 -7.006
C -0.674 -0.213 5.089
C -2.406 -1.001 -7.422
C 1.256 -0.101 -6.922
H -3.012 -1.530 -8.146
C -2.986 -0.458 -6.287
C 0.096 1.926 4.261
C -2.827 -3.233 0.055
O 3.557 1.374 -0.004
H 1.792 -0.546 -6.083
C -1.824 1.601 -0.694
O 2.420 0.428 2.295
C 3.042 -3.591 -1.138
C -1.668 4.844 -2.739
O 0.585 -4.171 0.285
S 0.856 -2.764 0.265
H 0.962 3.529 5.416
H 1.088 -4.573 -4.926
O 1.060 0.453 -0.251
H 4.798 -4.324 -2.123
H -3.736 -0.797 1.820
C -0.572 -3.439 -4.166
H 5.130 -0.440 -0.352
C -0.954 -2.257 -3.560
C -2.748 2.011 0.279
H -3.364 5.189 -0.681
C -0.827 0.327 -5.575
C 0.768 -3.650 -4.461
C -0.227 -0.210 -6.714
H -2.256 -3.278 0.983
C 2.485 -2.548 -0.420
C -2.051 3.841 -1.682
C -2.196 0.216 -5.370
H -1.314 -4.190 -4.406
H -2.989 1.340 1.091
C -0.403 0.996 -3.273
H 2.100 0.205 -2.412
H 2.443 -4.471 -1.331
H 2.745 -2.837 -4.365
H -0.841 -0.907 5.899
C 0.671 3.203 4.427
C 2.382 -0.441 -3.242
C 1.329 -1.472 -3.539
C 4.552 -1.330 -0.558
C 5.117 -2.385 -1.264
N 0.000 0.990 -4.612
N -0.072 2.345 1.881
H -4.708 0.017 0.578
O 0.928 -2.049 1.517
H 3.325 -0.928 -2.993
Cl 0.285 1.455 6.949
O -0.096 -2.059 -0.680
H 0.586 4.141 1.190
C -3.317 3.269 0.284
C -1.041 -0.866 -7.630
C 1.696 -2.672 -4.146
C 3.232 -1.404 -0.135
C -0.811 0.243 2.709


| no. | Kohn-Sham gap (eV) |
| --- | --- |
| 1 | 9.4 |
| 2 | 10.7 |
| 3 | 8.0 |